(1)
9
Properties=species:S:1:pos:R:3:forces:R:3:lowdin_charge:R:1 method="wB97M-V/def2-TZVPD" homo_lumo_gap_ev="7.50 / 7.50" smiles="C1#[SH]=CSC1"
C -0.508 -0.927 -0.275 -0.272 2.035 -1.357 -0.351
S -1.445 0.570 0.357 1.269 0.367 -0.316 0.812
C 0.089 1.119 -0.528 -2.775 -1.258 -0.865 -0.764
S 1.612 0.563 0.179 -0.197 0.623 0.799 0.742
C 0.771 -0.998 0.532 0.463 -1.505 0.432 -0.659
H -2.175 0.789 -0.791 0.215 -0.421 0.787 -0.017
H -0.265 1.991 -1.203 1.612 -1.696 0.995 0.056
H 0.521 -1.241 1.622 0.679 0.499 -1.178 0.091
H 1.401 -1.866 0.108 -0.995 1.354 0.704 0.091

(2)
15
Properties=species:S:1:pos:R:3:forces:R:3:mulliken_spin:R:1 method="wB97M-V/def2-TZVPD" s2=0.770 total_charge=-2 homo_lumo_gap_ev="3.17 / 5.90" multiplicity=2
C -1.809 1.964 -0.776 0.715 0.018 0.691 0.026
O -0.725 1.985 0.056 -0.315 1.198 -0.819 0.010
H -2.090 2.986 -1.142 -0.168 -0.045 -0.185 -0.010
H -1.683 1.317 -1.686 -0.051 0.138 0.028 -0.017
H -2.717 1.563 -0.261 -0.214 -0.026 -0.146 0.011
C 2.559 -1.430 -0.393 0.789 -0.409 -0.196 0.321
C 1.371 -0.787 -0.082 -1.347 0.100 1.252 0.160
C 0.417 -1.204 0.907 0.954 0.013 -1.016 0.053
C -0.813 -0.560 1.085 0.357 1.139 0.304 0.483
H 2.841 -2.353 0.125 -0.064 0.128 -0.067 -0.002
H 3.228 -1.128 -1.195 -0.081 0.136 0.008 0.018
H 1.025 0.133 -0.559 0.407 -0.086 -0.336 0.011
H 0.784 -2.106 1.428 -0.658 -0.152 0.083 -0.037
H -1.601 -0.983 1.717 0.269 -0.033 0.156 0.028
H -0.787 0.602 0.777 -0.593 -2.118 0.243 -0.057

(3)
8
Properties=species:S:1:pos:R:3:forces:R:3:lowdin_charge:R:1 method="wB97M-V/def2-TZVPD" homo_lumo_gap_ev=9.22
C 1.238 0.650 -0.203 0.729 -0.435 3.695 -0.213
C -2.148 -0.221 0.100 0.679 -0.959 -0.582 0.067
N 0.585 -0.382 -0.034 -0.064 -1.028 0.733 0.101
F 2.033 1.217 0.842 -0.983 -0.633 -1.794 -0.048
F -1.993 -1.538 0.313 -0.248 1.126 -0.221 -0.105
H 1.208 1.252 -1.055 0.305 0.944 -1.169 0.103
H -1.519 -0.071 -0.850 -0.871 -0.214 0.666 -0.021
H 0.594 -0.905 0.887 0.452 1.199 -1.328 0.115

(4)
10
Properties=species:S:1:pos:R:3:forces:R:3:lowdin_charge:R:1 method="wB97M-V/def2-TZVPD" homo_lumo_gap_ev=8.55 smiles="CC(=O)N(O)I"
C -0.774 -0.939 -0.528 -0.763 -2.089 -0.548 -0.006
C -0.176 -0.335 0.700 0.578 0.245 -2.242 -0.711
O -0.141 -0.742 1.802 -0.808 -1.895 3.194 -0.002
N 0.610 0.719 0.416 1.539 1.271 0.178 -0.531
O 0.383 1.370 -0.768 -1.484 0.726 0.285 -0.068
I 1.721 1.505 1.998 -0.547 0.065 -0.800 0.906
H -1.635 -0.349 -0.848 0.072 0.031 -0.055 0.076
H 0.021 -0.830 -1.354 -1.479 -0.863 1.157 0.111
H -1.208 -2.030 -0.261 1.456 2.487 -0.837 0.142
H 1.199 1.631 -1.157 1.436 0.023 -0.333 0.085

(5)
24
Properties=species:S:1:pos:R:3:forces:R:3:lowdin_charge:R:1 method="wB97M-V/def2-TZVPD" homo_lumo_gap_ev=9.58 smiles="[H]/N=[Si](/N)[Si](C)(C)C.C"
H 0.868 2.275 -1.951 0.418 -0.529 0.304 -0.065
N 1.482 1.706 -1.350 -0.501 0.076 0.143 -0.232
Si 0.795 0.949 -0.107 0.378 -0.531 1.305 0.447
N 1.691 -0.048 1.060 -0.804 1.114 0.889 -0.133
Si -1.451 0.551 0.566 -1.155 0.588 -0.606 0.449
C -2.028 -0.812 -0.616 -1.604 1.502 0.509 -0.229
C -1.554 -0.125 2.260 -0.335 -0.487 3.088 -0.266
C -2.573 2.138 0.639 1.554 -0.652 -1.077 -0.204
H 1.658 0.121 2.102 -0.533 -0.151 -1.830 0.046
H 2.615 -0.369 0.889 0.821 -0.130 -0.558 -0.011
H -1.375 -1.618 -0.518 1.163 -1.521 0.141 -0.005
H -3.054 -1.156 -0.341 0.664 0.298 -0.275 0.050
H -2.006 -0.472 -1.640 -0.152 0.037 -0.378 0.020
H -0.856 0.308 3.029 -0.450 -0.358 -0.817 0.044
H -2.531 -0.085 2.784 -0.200 1.482 -0.650 0.040
H -1.619 -1.185 2.469 1.427 -0.892 -0.835 0.025
H -2.011 2.956 0.165 -0.020 0.247 0.990 0.020
H -3.432 2.136 0.026 -1.134 -0.687 -1.018 -0.002
H -2.985 2.261 1.622 0.478 0.571 0.675 0.014
C 3.702 -1.921 -2.213 -0.206 0.151 -0.019 -0.058
H 3.171 -1.899 -3.175 0.262 -0.230 0.207 0.014
H 3.502 -2.881 -1.692 0.515 0.479 -0.506 0.021
H 4.784 -1.686 -2.392 -1.045 -0.382 0.420 0.032
H 3.206 -1.144 -1.615 0.460 0.005 -0.102 -0.017

(6)
10
Properties=species:S:1:pos:R:3:forces:R:3:mulliken_spin:R:1 method="wB97M-V/def2-TZVPD" s2=2.026 total_charge=+1 homo_lumo_gap_ev="8.41 / 7.31" multiplicity=3
C 0.098 -0.155 -0.815 0.418 -0.573 2.498 0.059
C -0.403 0.303 0.505 -0.724 -0.181 -4.179 0.258
C -0.729 -0.588 -1.996 -0.498 1.250 0.570 0.110
N -0.388 0.598 -1.968 -1.092 -0.064 -2.101 0.127
N 0.889 0.104 2.499 2.288 -0.843 4.373 1.026
N 0.268 0.284 1.549 -0.523 0.269 -1.129 0.348
H 1.101 -0.530 -0.923 0.480 0.091 0.793 0.004
H -1.268 0.923 0.632 -1.175 0.007 -0.844 0.037
H -1.269 -1.417 -2.428 0.026 0.057 -0.192 0.013
H 1.700 0.478 2.945 0.801 -0.012 0.211 0.018

(7)
45
Properties=species:S:1:pos:R:3:forces:R:3:lowdin_charge:R:1 method="wB97M-V/def2-TZVPD" total_charge=+1 homo_lumo_gap_ev=8.07
Ga -0.350 -0.213 -0.930 -0.020 -0.044 0.269 0.454
Se -0.899 -2.787 -2.999 0.097 0.037 -0.021 0.782
Se -2.674 -1.375 -3.448 -0.006 -0.105 0.017 0.785
C -1.753 0.297 -3.533 -0.020 0.181 0.064 -0.608
C -2.031 1.074 -4.643 0.006 -0.009 -0.002 -0.079
C -1.494 2.347 -4.747 -0.019 0.024 -0.049 0.000
C -0.669 2.810 -3.741 0.009 -0.027 0.055 0.001
C -0.415 1.990 -2.662 -0.006 -0.121 -0.030 -0.044
N -0.955 0.754 -2.541 -0.048 0.312 -0.300 0.014
C -1.299 -2.969 -1.134 -0.076 -0.016 -0.021 -0.630
C -1.582 -4.214 -0.613 -0.047 0.049 0.077 -0.058
C -1.979 -4.308 0.715 -0.014 -0.012 -0.012 0.002
C -2.121 -3.152 1.462 0.002 0.034 -0.024 0.001
C -1.801 -1.941 0.884 0.045 0.036 0.019 -0.052
N -1.363 -1.850 -0.386 -0.036 -0.236 0.131 -0.019
H -2.654 0.668 -5.427 0.001 -0.002 0.014 0.111
H -1.708 2.958 -5.614 0.001 0.002 -0.006 0.132
H -0.213 3.787 -3.780 0.009 0.009 0.006 0.129
H 0.238 2.296 -1.858 0.012 0.014 0.005 0.106
H -1.527 -5.087 -1.246 0.022 -0.010 -0.010 0.118
H -2.203 -5.273 1.148 0.000 -0.019 0.005 0.130
H -2.459 -3.175 2.487 -0.009 -0.011 0.021 0.128
H -1.859 -1.012 1.433 0.014 -0.039 -0.019 0.118
B 3.585 -1.575 -2.649 -0.185 0.036 0.105 -0.357
C 2.329 -1.181 -1.814 -0.300 -0.095 0.073 -0.105
N 1.340 -0.951 -1.234 0.458 0.104 -0.257 0.152
H 3.126 -2.270 -3.537 0.007 0.051 0.090 0.024
H 4.314 -2.186 -1.904 -0.040 0.049 -0.043 0.026
H 4.059 -0.543 -3.063 -0.023 -0.037 0.049 0.024
O 1.086 1.785 -0.089 0.131 0.098 -0.212 0.056
C 0.422 1.441 0.875 0.010 -0.088 -0.076 -0.510
O -0.650 0.687 0.687 0.179 -0.307 -0.085 -0.026
C 0.807 1.758 2.263 -0.184 0.150 -0.008 -0.114
C 1.680 2.818 2.492 0.096 -0.007 0.165 0.018
C 2.083 3.116 3.784 -0.040 -0.038 0.001 -0.024
C 1.634 2.346 4.849 0.053 0.039 -0.144 0.031
C 0.774 1.297 4.582 0.014 -0.223 0.237 -0.117
C 0.336 0.988 3.315 -0.026 0.077 -0.023 0.070
N 0.290 0.460 5.707 -0.265 0.481 -0.037 -0.349
O 0.696 0.728 6.813 0.120 -0.128 0.027 0.105
O -0.531 -0.395 5.445 0.058 -0.224 -0.024 0.077
H 2.043 3.399 1.656 -0.011 -0.013 -0.040 0.129
H 2.754 3.943 3.964 0.010 0.007 0.009 0.119
H 1.942 2.543 5.865 -0.010 -0.009 0.019 0.129
H -0.347 0.165 3.168 0.030 0.028 -0.014 0.121

(8)
83
Properties=species:S:1:pos:R:3:forces:R:3:mulliken_spin:R:1 method="wB97M-V/def2-TZVPD" s2=0.773 total_charge=+1 homo_lumo_gap_ev="6.86 / 7.11" multiplicity=2
O -7.979 -10.955 -12.240 -0.419 0.108 1.487 -0.201
V -8.766 -10.210 -11.140 0.041 2.426 -4.345 1.156
C -8.723 -5.982 -12.238 0.366 -0.724 0.795 0.013
C -9.720 -7.176 -12.179 -0.408 1.378 0.555 0.004
C -10.758 -6.978 -13.280 -0.765 -0.269 -0.401 0.007
O -9.197 -8.461 -12.180 1.020 -2.716 1.391 0.038
H -9.151 -5.137 -11.693 -0.410 0.217 -0.631 0.002
H -8.421 -5.741 -13.253 0.083 0.105 0.095 -0.002
H -7.848 -6.148 -11.596 0.105 -0.357 -0.363 -0.004
H -10.240 -6.957 -11.232 -0.199 -0.464 0.136 0.001
H -11.349 -7.869 -13.507 0.322 -0.114 0.419 -0.005
H -10.405 -6.655 -14.263 0.488 0.032 0.280 0.000
H -11.500 -6.251 -12.943 0.099 0.232 -0.085 0.000
N -10.781 -11.176 -12.002 1.222 1.372 1.536 -0.004
C -11.827 -10.358 -11.802 -0.795 -0.340 -0.213 -0.003
C -13.135 -10.824 -11.866 0.271 -0.300 -0.896 -0.001
C -13.335 -12.149 -12.249 0.065 -0.398 0.798 0.002
C -12.250 -13.009 -12.350 0.428 0.661 -0.935 -0.003
C -10.971 -12.461 -12.254 -0.603 -0.900 0.641 0.004
H -11.626 -9.306 -11.650 0.190 -0.024 0.092 0.005
H -13.983 -10.160 -11.801 0.104 0.131 0.275 0.000
H -14.330 -12.558 -12.362 -0.070 0.170 -0.088 0.000
H -12.352 -14.036 -12.669 -0.109 -0.071 0.247 0.000
H -10.110 -13.119 -12.253 0.162 0.229 -0.364 0.000
N -5.616 -9.728 -13.253 -0.215 0.593 0.014 0.000
C -4.696 -10.495 -13.814 -0.358 -1.128 -1.120 0.000
C -4.397 -10.482 -15.192 -0.454 0.773 0.893 0.000
C -5.020 -9.497 -15.947 0.581 -0.551 -0.568 0.000
C -5.984 -8.697 -15.378 -0.858 0.414 0.296 0.000
C -6.280 -8.858 -14.040 1.202 -0.175 0.778 -0.006
H -4.300 -11.302 -13.206 0.283 0.262 0.193 0.000
H -3.723 -11.194 -15.641 0.189 0.056 0.105 0.000
H -4.729 -9.377 -16.984 -0.248 -0.014 -0.055 0.000
H -6.579 -7.976 -15.927 0.312 0.020 -0.261 0.000
H -6.952 -8.199 -13.503 -0.420 -0.127 -0.284 0.006
N -7.114 -9.335 -9.970 -0.432 0.069 0.039 0.015
C -6.881 -9.797 -8.743 0.720 -0.434 0.713 -0.017
C -5.884 -9.299 -7.911 -0.371 -0.036 -0.143 -0.005
C -5.067 -8.285 -8.367 0.086 0.103 -0.319 0.001
C -5.303 -7.767 -9.645 -0.625 -0.051 0.825 0.001
C -6.341 -8.300 -10.374 -0.813 0.336 -0.515 0.010
H -7.441 -10.648 -8.363 -0.307 0.087 -0.254 -0.006
H -5.808 -9.658 -6.895 0.110 -0.195 -0.075 0.000
H -4.294 -7.912 -7.709 0.021 0.216 -0.138 0.000
H -4.891 -6.834 -10.001 0.519 -0.224 -0.056 0.000
H -6.675 -7.766 -11.254 0.118 -0.531 -0.280 -0.006
N -9.669 -3.648 -7.432 0.831 -0.381 0.137 0.000
C -8.387 -3.972 -7.690 -0.634 0.112 -1.105 0.000
C -8.024 -5.165 -8.287 0.467 -0.523 0.529 0.000
C -8.963 -6.179 -8.454 0.203 -0.055 0.421 -0.001
C -10.266 -5.890 -8.128 -0.481 0.846 -0.271 0.000
C -10.562 -4.602 -7.666 -0.141 0.230 -0.473 0.000
H -7.614 -3.215 -7.635 -0.241 0.252 0.507 0.000
H -6.978 -5.303 -8.534 -0.058 -0.150 -0.044 0.000
H -8.687 -7.188 -8.742 0.126 0.147 -0.398 0.002
H -11.098 -6.532 -8.386 0.129 -0.274 0.299 0.000
H -11.592 -4.272 -7.609 -0.089 -0.208 0.365 0.000
N -7.754 -5.915 -17.570 -0.054 0.553 0.193 0.000
C -9.093 -5.938 -17.542 1.017 0.197 0.034 0.000
C -9.819 -5.267 -16.565 -0.805 -0.498 0.511 0.000
C -9.162 -4.595 -15.557 1.074 0.100 -0.355 0.000
C -7.765 -4.530 -15.609 -0.949 -0.062 0.558 0.000
C -7.119 -5.189 -16.636 -0.068 0.103 -0.480 0.000
H -9.498 -6.482 -18.383 -0.565 -0.088 0.238 0.000
H -10.891 -5.371 -16.432 -0.052 0.029 -0.644 0.000
H -9.690 -4.105 -14.751 -0.142 -0.064 -0.026 0.000
H -7.273 -4.031 -14.784 0.429 0.130 -0.334 0.000
H -6.055 -5.054 -16.789 0.130 -0.337 0.209 0.000
C -10.780 -10.548 -15.899 0.070 -0.049 -0.125 0.000
Cl -10.813 -9.540 -17.356 0.026 0.054 0.507 0.000
Cl -9.122 -10.835 -15.356 -0.033 -0.292 -0.239 0.000
Cl -11.722 -12.018 -16.233 0.342 0.054 0.310 0.000
H -11.220 -10.064 -15.036 -0.360 0.290 -0.349 0.000
C -15.062 -7.810 -14.496 0.415 0.376 -0.863 0.000
Cl -16.430 -8.747 -15.075 0.255 -0.059 0.200 0.000
Cl -14.744 -6.442 -15.614 -0.272 -0.278 0.578 0.000
Cl -13.545 -8.750 -14.400 -0.579 -0.214 -0.070 0.000
H -15.261 -7.453 -13.496 -0.121 0.188 -0.072 0.000
C -13.800 -6.886 -9.569 -0.805 -0.190 -0.026 0.000
Cl -13.607 -7.340 -11.290 0.031 0.385 0.395 0.000
Cl -15.312 -7.569 -8.929 0.165 0.054 -0.154 0.000
Cl -13.791 -5.135 -9.303 0.276 -0.637 -0.261 0.000
H -13.014 -7.408 -9.040 0.235 0.415 0.082 0.000

Calculated maximum force, 0.0616; 0.0430; 0.0737; 0.0739; 0.0611; 0.0974; 0.0107; 0.0968 Eh/bohr (same order as the records).